C18H25N3O2 | ωB97M-V with the def2-TZVPD basis set

The geometry in ORCA input format:
```
! RIJCOSX wB97M-V def2-TZVPD def2/J DEFGRID3
* xyz 0 1
C -6.06215 -2.48958 1.15776
C -7.10920 -1.80460 0.27988
O -6.95377 -0.40120 0.20543
C -6.33662 0.10970 -0.95135
C -4.81587 -0.06775 -1.00415
C -4.14434 0.60791 0.19368
N -2.72046 0.37608 0.21958
C -1.81740 1.33586 -0.10245
O -2.14034 2.47573 -0.37201
C -0.39363 0.88699 -0.06381
C -0.01753 -0.39144 -0.50433
C 1.29729 -0.80616 -0.49386
C 2.24464 0.08685 -0.01556
C 1.88034 1.38545 0.42300
C 0.55428 1.79159 0.38638
N 3.00559 2.05568 0.83028
C 3.98214 1.22476 0.64842
N 3.60460 0.01366 0.14463
C 4.47062 -1.09121 -0.17889
C 5.39729 -1.47487 0.99724
C 6.81135 -1.10517 0.54804
C 6.76882 -1.32713 -0.96083
C 5.40976 -0.75579 -1.35832
H -5.07130 -2.43750 0.71515
H -6.03365 -2.00891 2.13209
H -6.32873 -3.53526 1.28974
H -7.10690 -2.24270 -0.72697
H -8.09836 -1.96902 0.72284
H -6.78615 -0.34108 -1.84948
H -6.57304 1.17714 -0.94150
H -4.44666 0.37778 -1.92917
H -4.56628 -1.13142 -1.01998
H -4.28394 1.68940 0.13252
H -4.59612 0.24225 1.12006
H -2.39657 -0.54855 0.45147
H -0.76849 -1.06120 -0.89919
H 1.56898 -1.78837 -0.85272
H 0.25985 2.78000 0.69868
H 5.00565 1.45413 0.87478
H 3.81967 -1.93122 -0.43426
H 5.33470 -2.54875 1.17491
H 5.10345 -0.96517 1.91407
H 7.01864 -0.05568 0.76185
H 7.57064 -1.70969 1.04090
H 6.80619 -2.39543 -1.17973
H 7.58996 -0.83919 -1.48267
H 5.47806 0.32838 -1.46285
H 5.04274 -1.16251 -2.29925
*
```

Results
- Molar mass: 315.42 g mol⁻¹
- E_LUMO: 0.6 eV
- F_max: 0.0156 Eh/bohr
- Highest occupied orbital energy: -8.55 eV

---

C18H26N4O8 | ωB97M-V with the def2-TZVPD basis set

The geometry in ORCA input format:
```
! RIJCOSX wB97M-V def2-TZVPD def2/J DEFGRID3
* xyz 0 1
O 2.33627 0.05164 -2.12707
C 1.83320 0.73925 -1.25637
C 1.48207 2.24111 -1.35898
C 1.44242 2.69837 0.08991
C 0.95236 1.39685 0.77747
O 1.54704 0.32972 -0.03255
H 2.16115 2.67642 -2.04091
H 0.48144 2.32668 -1.77640
H 2.48226 2.91072 0.38218
H 0.74443 3.46556 0.29530
H 1.46835 1.41296 1.71503
H -0.12812 1.25547 0.77814
O 2.86586 0.35984 4.24221
C 1.76868 0.10495 4.58453
O 1.40688 -0.20321 5.81495
C 0.03367 -0.28015 5.97104
C -0.49652 -0.39929 4.50928
O 0.67526 0.05724 3.75630
H -0.21115 -1.25537 6.49736
H -0.32080 0.53560 6.64223
H -1.45827 0.13487 4.37029
H -0.71972 -1.45259 4.11123
O -2.95028 -0.59168 1.66565
C -2.04232 -1.40104 1.42452
O -0.81181 -1.08325 0.97871
C -0.08179 -2.29369 0.80002
C -1.03592 -3.36063 1.31942
O -2.18385 -2.66843 1.70159
H 0.24932 -2.38458 -0.21176
H 0.74982 -2.16045 1.45569
H -0.59795 -3.99246 2.15196
H -1.24365 -4.19659 0.58857
C -4.76910 -0.50862 -2.48576
C -4.68699 0.92030 -2.46533
N -4.54119 2.04376 -2.40616
H -5.63280 -0.69415 -3.09341
H -4.97625 -0.88706 -1.50295
H -3.93373 -0.94956 -3.05135
C -2.05955 2.88613 -4.08854
C -0.65140 3.10471 -4.47494
N 0.46407 3.30899 -4.64936
H -2.17856 1.90804 -3.54831
H -2.69880 2.83110 -4.94029
H -2.41695 3.67447 -3.46831
C 0.72018 -0.29710 -4.76518
C -0.36111 -1.06026 -4.12556
N -1.28432 -1.63162 -3.78674
H 0.94317 -0.77256 -5.67195
H 1.63706 -0.19547 -4.21859
H 0.30461 0.67525 -4.96383
C 4.52996 -1.25917 1.34286
C 3.83639 -2.09318 2.30947
N 3.27861 -2.78676 3.01110
H 4.51070 -1.77856 0.36852
H 5.57463 -1.10685 1.69141
H 3.99304 -0.30565 1.16367
*
```

Results
- Molar mass: 426.43 g mol⁻¹
- E_LUMO: 0.5 eV
- F_max: 0.0944 Eh/bohr
- Highest occupied orbital energy: -10.42 eV

---

C4H8N | ωB97M-V with the def2-TZVPD basis set

The geometry in ORCA input format:
```
! RIJCOSX wB97M-V def2-TZVPD def2/J DEFGRID3
* xyz 1 1
C 1.47650 0.04529 -0.87302
C 0.37344 0.56908 -1.28795
C 1.17071 0.25955 0.52182
C -1.77469 -0.97476 0.63988
N -0.10616 0.76151 0.02020
H 2.24277 -0.55101 -1.35298
H -0.06216 1.05597 -2.16414
H 1.24953 -0.67123 1.12592
H 1.75024 0.99906 0.95567
H -1.53252 -1.16216 1.71914
H -2.58842 -0.17119 0.30663
H -1.53485 -1.69330 -0.01478
H -0.66439 1.53321 0.40361
*
```

Results
- Molar mass: 70.11 g mol⁻¹
- E_LUMO (alpha / beta): -6.9 / -5.9 eV
- F_max: 0.1185 Eh/bohr
- Highest occupied orbital energy (alpha / beta): -13.92 / -14.40 eV

---

C2H4NO2 | ωB97M-V with the def2-TZVPD basis set

The geometry in ORCA input format:
```
! RIJCOSX wB97M-V def2-TZVPD def2/J DEFGRID3
* xyz -1 1
C 0.44861 1.01887 0.23365
N -0.62861 0.12594 -0.11422
C -0.29637 -1.34689 -0.05945
O -1.03342 -2.17716 -0.64438
O 0.69775 -1.72528 0.53626
H 0.15796 1.59624 1.10445
H 0.64845 1.69482 -0.62157
H 1.26621 0.49035 0.58451
H -1.26057 0.32311 -1.01926
*
```

Results
- Molar mass: 74.06 g mol⁻¹
- E_LUMO: 4.4 eV
- F_max: 0.0726 Eh/bohr
- Highest occupied orbital energy: -3.40 eV

---

C2H6N4 | ωB97M-V with the def2-TZVPD basis set

The geometry in ORCA input format:
```
! RIJCOSX wB97M-V def2-TZVPD def2/J DEFGRID3
* xyz 0 1
H 1.02972 -1.81760 -1.13646
N 0.45077 -1.56488 -0.33302
N -0.53153 -0.89649 -0.71784
N -1.36575 -0.25798 -0.10766
C -2.59699 -0.10921 0.12882
H -3.30270 -0.92669 0.09269
H -2.94125 0.87466 0.41735
C 1.88247 1.29753 0.17300
N 2.10467 0.42934 1.03997
H 2.31567 2.28067 0.31116
H 1.28072 1.17536 -0.73769
H 1.67418 -0.48473 0.86965
*
```

Results
- Molar mass: 86.10 g mol⁻¹
- E_LUMO: 0.4 eV
- F_max: 0.0736 Eh/bohr
- Highest occupied orbital energy: -9.05 eV

---

C17H24CdN4O5 | ωB97M-V with the def2-TZVPD basis set

The geometry in ORCA input format:
```
! RIJCOSX wB97M-V def2-TZVPD def2/J DEFGRID3
* xyz 0 1
O 1.37889 -4.09988 0.83624
H 0.55645 -3.64967 1.12572
Cd -0.57115 0.49656 -0.26836
N -1.34929 0.42361 -2.11670
N -2.25649 1.53981 0.05821
O -0.80630 -0.15671 -3.27956
O -2.73934 2.09136 1.25822
C -2.42836 1.09669 -2.26920
C -2.96061 1.75435 -0.99317
C -3.18714 1.30536 -3.58506
C -4.25798 2.56827 -1.06173
H -2.92767 0.55623 -4.33287
H -2.95574 2.28245 -4.00756
H -4.26483 1.23274 -3.44537
H -4.36167 3.24976 -0.21808
H -5.12350 1.90647 -1.05759
H -4.30000 3.18669 -1.95734
H -0.26994 -0.88313 -2.88452
H -2.09528 1.75193 1.89948
O 0.23304 2.48964 -0.81666
H 0.54851 1.63336 -1.24855
H -0.54321 2.24263 -0.22330
C -1.44318 -1.14806 0.49058
H -1.67089 -2.19852 0.67264
H -2.27904 -0.94357 -0.17255
H -1.72228 -0.71090 1.44763
O 0.56336 -3.42034 -2.86664
H 0.99723 -3.85458 -2.01937
H -0.08493 -2.82929 -2.37274
C 0.86122 1.76341 3.90276
C 0.12904 1.76244 2.72289
N 0.34873 0.83813 1.71628
C 1.45179 0.02309 1.81907
C 2.22501 0.01663 3.01988
C 1.88675 0.86180 4.07121
C 3.36703 -0.77355 3.14034
C 3.82196 -1.50251 2.05800
C 3.14474 -1.44593 0.83734
C 3.70879 -2.07031 -0.26716
C 3.12097 -1.91188 -1.50220
C 1.94261 -1.18275 -1.62645
N 1.30023 -0.63910 -0.53418
C 1.92589 -0.71543 0.69616
H 0.64756 2.49158 4.67635
H -0.56804 2.57287 2.67223
H 2.46896 0.89048 4.98536
H 3.94741 -0.77711 4.05653
H 4.74538 -2.06125 2.15871
H 4.63749 -2.62403 -0.18689
H 3.58880 -2.34543 -2.37817
H 1.61902 -1.08437 -2.62985
*
```

Results
- Molar mass: 476.81 g mol⁻¹
- E_LUMO: -1.4 eV
- F_max: 0.1465 Eh/bohr
- Highest occupied orbital energy: -5.24 eV

---

The evaluated energy above the lowest of the compared OMol25 structures with the same formula, charge and spin for the records listed, in turn: 1.448, 0.023, 4.294, 0.709, 4.710, 8.807 eV.